# 1
The molecule C3H4N2S at a distorted geometry. Source: OMol25; level of theory: ωB97M-V/def2-TZVPD.

## Properties
- Total energy: -16989.25716 eV
- HOMO-LUMO gap: 9.74 eV
- Max |F|: 2.50 eV/A
- Structure (SMILES): SC1C=NN=C1

Each line ends with the Mulliken charge.
Geometry (Å):
S1 0.630 1.598 0.642  -0.191
C1 -0.562 0.319 0.117  0.165
C2 -0.371 -0.948 0.802  -0.192
N1 -0.081 -1.897 -0.024  -0.424
N2 0.050 -1.365 -1.361  -0.387
C3 -0.312 -0.167 -1.317  -0.273
H1 0.046 1.900 1.815  0.144
H2 -1.553 0.710 0.329  0.313
H3 -0.481 -1.072 1.849  0.436
H4 -0.408 0.500 -2.181  0.409

---

# 2
The molecule C3H4N2S at a distorted geometry. Source: OMol25; level of theory: ωB97M-V/def2-TZVPD.

## Properties
- Total energy: -16987.83821 eV
- HOMO-LUMO gap: 9.46 eV
- Max |F|: 6.50 eV/A
- Structure (SMILES): C1=NN=CSC1

Each line ends with the Mulliken charge.
Geometry (Å):
C1 1.187 -0.364 -0.305  0.025
N1 1.127 0.880 -0.336  -0.268
N2 0.136 1.770 0.051  -0.412
C2 -1.014 1.378 -0.009  0.182
S1 -1.584 -0.171 -0.312  -0.101
C3 -0.009 -1.203 0.128  -0.641
H1 2.322 -0.743 -0.284  0.289
H2 -2.050 2.018 0.085  0.218
H3 -0.140 -1.402 1.200  0.290
H4 0.025 -2.163 -0.219  0.419

---

Which of these has the lowest HOMO-LUMO gap?
number 2

---

Which value of max |F| does entry 1 give?
2.50 eV/A

---

Which value of total energy does entry 1 give?
-16989.25716 eV

---

What is the HOMO-LUMO gap in the first record?
9.74 eV